Computed, not measured: the molecule C23H27FN2O2 at a distorted geometry, with ωB97M-V/def2-TZVPD.

Summary:
HOMO level (eV): -8.586
DFT total energy (Eh): -1251.76378
Strongest force on any atom (eV/Å): 19.94
ΔE to the lowest compared entry with this formula, charge and spin (kcal per mole): 498.64
Frontier orbital gap (eV): 9.0
SMILES: O=C(c1cccc(OC2CCN(Cc3ccc(F)cc3)CC2)c1)N1CCCC1
M (g/mol): 382.479

ORCA input file:
```
! RIJCOSX wB97M-V def2-TZVPD def2/J DEFGRID3
* xyz 0 1
H 3.315 -3.562 3.999
H -1.257 -0.591 -3.224
C 0.683 -4.260 5.041
H -4.777 4.614 -3.921
F -3.827 5.802 -6.041
C 0.569 -2.197 0.744
H 0.667 1.758 -0.644
C -1.026 -0.604 -1.112
C -0.818 1.481 -2.817
N -1.139 2.483 -1.569
C 2.413 -3.320 1.205
C 2.133 -2.388 5.791
O -0.613 -4.259 2.473
C 0.512 -3.611 2.546
H 0.027 5.035 -4.379
H -0.720 4.512 -1.259
H -3.110 3.598 -2.217
C -2.725 4.097 -3.283
H -0.459 2.779 0.375
H 0.622 -5.488 4.793
H -2.519 0.122 -2.264
C -1.635 5.448 -5.284
H -0.556 -2.262 0.944
C 2.366 -2.852 4.169
C -0.616 3.770 -1.973
H 0.388 1.292 -2.964
N 1.247 -3.622 3.656
H 2.563 -1.966 3.584
C 1.158 -3.192 1.509
C 3.032 -2.847 0.041
H -0.467 -3.818 5.087
C 2.451 -1.856 -0.898
H -2.227 0.826 0.167
O 0.439 -0.872 -1.384
C -3.211 5.180 -5.243
H 2.332 -4.548 6.400
C -0.308 1.922 -0.591
H 1.058 -3.720 7.103
C -0.815 4.762 -4.305
C 1.296 -3.952 6.267
H -0.518 0.316 0.864
H 0.373 3.784 -2.389
C -1.451 4.294 -3.113
C -1.159 0.542 0.050
H 2.968 -4.040 1.656
C -3.492 4.818 -4.066
H 2.844 -1.300 -1.792
H 1.372 -1.761 5.795
H 3.986 -3.004 -0.291
H -1.462 -1.298 -0.817
C -1.209 0.187 -2.445
H 3.019 -2.164 6.315
H -1.318 5.732 -6.132
H -1.396 1.947 -3.668
C 0.996 -1.744 -0.489
*
```


Computed, not measured: a structure of composition C23H27Ge2N3S2Sn at a distorted geometry, with ωB97M-V/def2-TZVPD.

Summary:
⟨S²⟩: 0.753
HOMO level (alpha / beta) (eV): -17.081 / -17.045
DFT total energy (Eh): -6220.39850
Strongest force on any atom (eV/Å): 1.60
Frontier orbital gap (alpha / beta) (eV): 6.8 / 5.3
M (g/mol): 673.555

ORCA input file:
```
! RIJCOSX wB97M-V def2-TZVPD def2/J DEFGRID3
* xyz 3 2
C -1.113 -0.715 -4.530
H -4.125 0.566 -3.416
N 3.295 1.032 0.583
H -3.989 -2.353 -4.915
H -4.256 -3.469 -0.469
S -2.276 -2.038 1.782
H -1.069 -6.896 -1.708
C -0.542 -5.968 -1.529
H 6.388 2.250 0.151
Sn 0.975 1.455 0.082
H 1.267 -0.470 -2.113
H 1.387 0.857 -6.177
H -4.143 -3.857 -3.967
C -1.226 -4.763 -1.607
C 0.818 -3.564 -1.076
Ge -4.371 -1.804 -2.430
H 1.351 -2.639 -0.892
C -0.534 -3.576 -1.397
C -1.818 -2.870 3.316
C 5.590 1.677 0.603
C 5.815 0.893 1.721
C 0.767 -0.339 -3.073
C -0.429 -0.108 -5.575
C 1.454 0.254 -4.120
H -2.285 -4.754 -1.838
C 1.487 -4.777 -1.004
H 1.345 -6.909 -1.164
H 2.544 -4.782 -0.772
N 1.215 -0.317 1.631
C -0.520 -0.835 -3.277
C -4.952 -2.693 -0.785
C 3.511 0.257 1.666
H -2.693 -3.441 3.617
S -1.103 -0.203 -0.156
H 2.468 0.600 -3.967
C -0.882 -1.140 1.390
H 6.794 0.853 2.179
Ge -1.452 -1.874 -1.862
C 4.309 1.725 0.069
H -5.569 -2.869 -4.312
H 2.499 -1.212 2.966
C -4.498 -2.835 -4.084
H -5.572 0.369 -2.405
N 0.197 -1.108 2.066
H 4.093 2.329 -0.805
H -2.113 -1.099 -4.693
C 2.367 -0.489 2.166
C -4.504 0.145 -2.487
H -3.994 0.595 -1.637
H -5.081 -1.965 0.013
C 0.852 0.380 -5.367
C 0.812 -5.970 -1.230
H -0.896 -0.018 -6.546
H 4.905 -0.466 3.127
C 4.759 0.160 2.257
H -0.979 -3.535 3.131
H -1.581 -2.133 4.078
H -5.914 -3.163 -1.003
*
```


Computed, not measured: a structure of composition C23H27MnN6S, with ωB97M-V/def2-TZVPD.

Summary:
⟨S²⟩: 6.065
HOMO level (alpha / beta) (eV): -13.843 / -13.925
DFT total energy (Eh): -2769.88823
Strongest force on any atom (eV/Å): 0.56
ΔE to the lowest compared entry with this formula, charge and spin (kcal per mole): 0.00
Frontier orbital gap (alpha / beta) (eV): 6.5 / 6.3
M (g/mol): 474.516

ORCA input file:
```
! RIJCOSX wB97M-V def2-TZVPD def2/J DEFGRID3
* xyz 2 5
C 2.672 1.483 -0.729
H 1.917 2.041 -2.655
H 2.179 -2.890 -1.711
C 1.886 -0.433 3.547
H 1.283 0.529 -2.104
N -0.634 -0.041 2.360
H 0.126 -4.258 -1.637
H 3.523 0.902 -1.090
C -0.891 1.644 -0.970
H -2.288 0.439 -2.820
C 1.564 -0.745 2.128
C -1.889 3.737 -0.403
C -3.879 2.104 1.172
H 3.029 2.487 -0.502
N -2.721 -0.561 3.161
H 2.327 1.056 0.216
C 2.677 -2.564 -0.807
C -1.416 -3.741 -3.148
H 2.937 -0.577 3.770
N -0.983 0.229 -1.221
C 2.497 -1.458 1.225
H 1.326 4.164 -1.350
H -3.589 -1.071 3.098
H 4.600 -3.338 -1.344
C -1.769 -0.802 2.279
H -4.069 1.962 -0.960
C 4.609 -2.351 0.568
H -3.235 0.609 -0.237
H -2.666 0.182 3.841
C -1.514 -1.598 -2.517
H -2.747 4.319 -0.091
C -3.333 1.695 -0.196
C -2.047 -2.512 -3.407
C 3.831 -1.659 1.497
N 1.926 -1.925 0.088
H -1.584 -4.674 -3.659
H -0.631 5.458 -0.595
C 0.327 2.275 -1.262
C -2.013 2.356 -0.528
H 1.311 -1.095 4.202
N 0.420 -0.503 1.594
C -1.668 -0.229 -2.229
N -0.556 -2.234 -1.730
H -2.801 -2.313 -4.153
H -4.783 1.544 1.412
C 0.401 3.653 -1.106
H -0.407 0.448 3.215
C -0.522 -3.539 -2.115
Mn -0.002 -1.216 -0.262
H 5.661 -2.518 0.763
H -3.137 1.929 1.954
C 4.029 -2.805 -0.596
H 4.284 -1.282 2.402
H -4.136 3.162 1.208
C 1.546 1.532 -1.763
S -1.915 -1.987 1.089
H 1.638 0.601 3.793
C -0.698 4.382 -0.686
*
```


Computed, not measured: the molecule C23H27N3O2, with ωB97M-V/def2-TZVPD.

Summary:
HOMO level (eV): -7.515
DFT total energy (Eh): -1207.42396
Strongest force on any atom (eV/Å): 0.66
ΔE to the lowest compared entry with this formula, charge and spin (kcal per mole): 29.23
Frontier orbital gap (eV): 7.7
SMILES: CCCCC(=O)N[C@@H](c1ccc(N(C)C)cc1)c1ccc2cccnc2c1O
M (g/mol): 377.488

ORCA input file:
```
! RIJCOSX wB97M-V def2-TZVPD def2/J DEFGRID3
* xyz 0 1
C -4.391 4.502 -0.310
H -1.363 -4.329 0.359
C -0.950 3.238 -0.941
H 6.062 2.545 0.955
H -0.752 -1.078 -0.873
C 0.107 -0.025 0.741
C -1.489 -3.349 -0.098
H -1.094 -3.376 -1.116
H -5.813 3.473 0.960
C -0.202 2.162 -0.545
C 2.308 1.030 1.301
H -4.823 -3.454 -1.076
C -2.972 -2.964 -0.118
C -3.120 4.463 -0.820
C -0.723 -2.339 0.740
N 5.695 0.806 -0.141
H 6.460 1.045 1.823
C 3.657 1.236 1.107
N -4.059 2.459 0.881
C -2.804 2.406 0.390
H -0.538 3.980 -1.609
H 6.374 -1.128 -0.681
C -3.910 -5.303 -0.492
H -3.452 0.684 1.807
H 0.812 2.051 -0.900
C -0.708 1.182 0.326
C -2.270 3.390 -0.479
C -3.816 -3.873 -1.011
H -3.068 -1.934 -0.472
C 1.585 0.159 0.495
H -3.355 -2.996 0.903
H -4.280 -5.310 0.531
H -2.939 -5.790 -0.509
H 7.490 1.623 0.502
C -4.814 3.468 0.542
C 3.619 -0.309 -0.714
H -3.397 -3.880 -2.021
H 1.740 -1.199 -1.151
O -0.412 -2.528 1.895
O -2.553 0.375 1.599
C 2.266 -0.504 -0.514
H 4.168 1.918 1.767
H 6.029 -0.022 -2.030
H 7.468 0.217 -1.045
C -2.008 1.297 0.782
H 1.802 1.555 2.098
H -2.756 5.238 -1.479
N -0.438 -1.195 0.077
H -4.591 -5.885 -1.108
C 6.423 -0.084 -1.014
C 6.461 1.535 0.841
H -5.067 5.308 -0.550
H -0.052 -0.205 1.813
H 4.098 -0.859 -1.507
C 4.354 0.573 0.087
*
```